Density functional theory data (the ωB97M-V functional and the def2-TZVPD basis) for a 7-piece molecular cluster, C37H94N6O overall at a distorted geometry.

The calculation puts the frontier orbital gap at 0.3135 Eh. Its HOMO energy is -8.139 eV. The calculation puts the energy relative to the best compared isomer or geometry (same formula, charge and spin) at 0.447 eV. Its SMILES is CCN(CC)CC.CCN(CC)CC.CCN(CC)CC.CCN(CC)CC.CCN(CC)CC.CCN(CC)CC.CO. Its electronic energy is -1869.72251 Eh. Its net charge is 0.

The geometry in XYZ format:
```
138
Properties=species:S:1:pos:R:3:mulliken_charge:R:1
O 16.7045 -21.1314 -12.9509 -0.499
N 9.4383 -17.7593 -8.4129 -0.105
N 19.5978 -26.6191 -17.3319 0.072
N 25.1955 -18.4439 -12.8978 0.001
N 23.8017 -20.7844 -19.9020 0.116
N 16.9005 -21.2887 -8.8054 0.339
N 11.2188 -18.6836 -17.3521 -0.021
C 17.5847 -22.6056 -8.7044 -0.820
C 11.7613 -19.4415 -19.6904 -1.358
C 25.0465 -16.0245 -13.6268 -0.977
C 21.9259 -19.7826 -18.5639 -1.316
C 26.1086 -18.9290 -13.9353 -0.467
C 19.8007 -25.5565 -18.3453 -0.301
C 17.6773 -20.2548 -8.0893 -0.459
C 9.7205 -19.2239 -8.2422 -0.205
C 18.8175 -28.9518 -16.7983 -1.277
C 11.4684 -18.9689 -15.9113 -0.261
C 23.4098 -20.1348 -18.6802 -0.317
C 16.6548 -19.8966 -13.6004 -0.490
C 14.5409 -22.1848 -9.3171 -1.367
C 25.0553 -21.5326 -19.8059 -0.465
C 22.8540 -18.4356 -11.9879 -1.458
C 11.5260 -17.2652 -17.6284 -0.405
C 23.7773 -19.9472 -21.1199 -0.656
C 10.7530 -17.0667 -8.4720 -0.284
C 25.2015 -22.5424 -20.9525 -1.238
C 9.0864 -17.2579 -5.9192 -0.969
C 25.3992 -17.0090 -12.5628 -0.799
C 12.0521 -19.5559 -18.1431 -0.393
C 17.3424 -18.8495 -8.5104 -1.293
C 19.1198 -26.0243 -16.0769 -0.331
C 10.8507 -20.3532 -15.5134 -1.387
C 18.7098 -27.7034 -17.7299 -0.520
C 24.9406 -18.9225 -21.1262 -0.968
C 20.5511 -26.0661 -19.5960 -1.390
C 8.4985 -17.1885 -7.3724 -0.701
C 8.4771 -20.1079 -8.1514 -1.513
C 11.5176 -17.3595 -9.7919 -1.379
C 10.4357 -16.3610 -17.0551 -1.300
C 23.8218 -18.8222 -13.1235 -0.242
C 20.1612 -25.2001 -15.3335 -1.312
C 17.3638 -23.3898 -7.4018 -1.070
C 15.4669 -21.3483 -8.4564 -0.408
C 26.3322 -20.4562 -14.0132 -1.238
H 18.2673 -28.8513 -15.8627 0.306
H 19.7227 -24.8780 -14.3890 0.405
H 20.5182 -24.3581 -15.9265 0.296
H 15.3458 -21.5776 -7.3977 0.381
H 8.2849 -17.0070 -5.2244 0.374
H 9.9001 -20.5385 -16.0134 0.344
H 9.9547 -16.6025 -5.8530 0.284
H 25.7075 -18.6435 -14.9078 0.317
H 27.0946 -18.4851 -13.7972 0.382
H 18.4721 -29.8744 -17.2648 0.424
H 16.6271 -21.0132 -12.0014 0.292
H 12.2113 -18.5492 -20.1257 0.329
H 10.9428 -17.1208 -10.6867 0.345
H 18.7243 -20.3247 -8.3843 0.347
H 26.9195 -20.8055 -13.1640 0.325
H 21.7259 -18.9647 -19.2561 0.312
H 17.5651 -20.4430 -7.0216 0.328
H 23.7963 -20.4990 -22.0597 0.323
H 18.9032 -28.0922 -18.7297 0.345
H 21.8826 -18.9003 -12.1569 0.428
H 10.2328 -19.5690 -9.1403 0.353
H 17.7852 -22.8450 -6.5570 0.274
H 17.4515 -18.7629 -9.5915 0.260
H 10.6904 -19.3830 -19.8849 0.345
H 11.9076 -18.3658 -9.9448 0.263
H 15.9757 -19.2446 -13.0510 0.231
H 18.0981 -18.1657 -8.1238 0.389
H 17.9067 -24.3278 -7.5180 0.419
H 23.2371 -18.6967 -11.0014 0.338
H 21.5553 -19.4185 -17.6057 0.405
H 12.4004 -16.7260 -9.8791 0.428
H 12.1293 -20.3110 -20.2350 0.406
H 12.5335 -19.0187 -15.6850 0.303
H 25.3658 -20.9586 -14.0523 0.316
H 23.6364 -20.8469 -17.8866 0.372
H 10.3068 -19.4221 -7.3449 0.282
H 22.7342 -17.3523 -11.9738 0.289
H 14.4599 -21.7482 -10.3126 0.294
H 24.8515 -16.8051 -11.6427 0.418
H 25.1371 -15.0366 -13.1751 0.383
H 26.0670 -23.1762 -20.7593 0.414
H 17.6389 -19.4465 -13.7316 0.215
H 21.0516 -25.7997 -15.1443 0.315
H 21.3668 -26.7431 -19.3423 0.365
H 10.5017 -16.0073 -8.4204 0.401
H 24.0330 -16.1989 -13.9880 0.264
H 20.4703 -24.7542 -18.0352 0.267
H 9.4701 -16.6166 -17.4915 0.298
H 9.4849 -18.2465 -5.6910 0.273
H 11.6004 -17.0188 -18.6876 0.309
H 12.5154 -16.9582 -17.2893 0.330
H 19.9089 -26.7427 -20.1599 0.319
H 24.3549 -23.2172 -21.0783 0.284
H 14.8103 -23.2304 -9.4663 0.328
H 26.8348 -20.6512 -14.9606 0.355
H 18.6276 -22.4448 -8.9777 0.537
H 25.8465 -19.4452 -21.4333 0.245
H 16.3088 -20.0938 -14.6150 0.224
H 20.8283 -25.2512 -20.2647 0.414
H 7.5407 -17.6818 -7.5378 0.384
H 16.3106 -23.5913 -7.2064 0.259
H 13.5210 -22.1468 -8.9345 0.384
H 22.8495 -19.3889 -21.2447 0.350
H 25.1065 -18.5014 -20.1346 0.263
H 24.8066 -18.0986 -21.8271 0.390
H 25.7973 -16.1091 -14.4124 0.280
H 13.0970 -19.2778 -18.0054 0.316
H 25.1365 -22.0465 -18.8481 0.411
H 25.9037 -20.8487 -19.7832 0.343
H 11.3845 -17.4029 -7.6496 0.290
H 11.7829 -20.5915 -17.9352 0.369
H 18.2361 -25.4048 -16.2302 0.316
H 25.2946 -22.0872 -21.9385 0.282
H 23.4611 -18.3822 -14.0532 0.316
H 7.8694 -19.9237 -7.2654 0.335
H 18.8357 -25.1868 -18.6920 0.311
H 10.6812 -20.3979 -14.4376 0.413
H 8.2737 -16.1401 -7.5687 0.373
H 26.4501 -16.8792 -12.3043 0.417
H 24.0501 -19.2829 -18.4514 0.174
H 17.2691 -23.2810 -9.4996 0.303
H 19.8803 -29.1522 -16.6628 0.323
H 10.9429 -18.2653 -15.2656 0.297
H 21.2875 -20.6347 -18.7971 0.277
H 11.5281 -21.1744 -15.7472 0.324
H 10.6281 -15.3575 -17.4348 0.425
H 8.7246 -21.1692 -8.1297 0.430
H 23.7813 -19.9050 -13.2415 0.354
H 15.1198 -20.3256 -8.6037 0.253
H 17.7046 -27.3140 -17.8908 0.375
H 18.7707 -26.7771 -15.3702 0.278
H 10.3710 -16.3380 -15.9673 0.318
H 16.2972 -18.5945 -8.3356 0.344
H 7.9246 -20.0673 -9.0901 0.341
```